Below is a molecular structure, C12H17BrCl2N4O5PtS at a distorted geometry, with properties calculated with ωB97M-V with the def2-TZVPD basis set.

Last column: Löwdin charge in e.
Positions of all 43 atoms, in Å:
Pt: 0.4871 -0.0773 -0.2304  0.991
N: -0.3883 1.1400 1.3586  -0.059
N: 0.6036 2.0824 1.8156  -0.025
C: 1.8825 1.5566 1.9139  -0.747
N: 2.6816 2.2094 2.8284  0.151
S: 2.5053 0.2736 0.9945  0.719
H: -1.0954 1.7748 0.9860  0.027
H: -0.7715 0.5875 2.1145  0.106
H: 0.3007 2.8636 2.3547  0.124
H: 2.2912 2.7648 3.5592  0.123
H: 3.6578 2.0437 2.7441  0.106
C: 1.8443 0.6441 -3.2125  -0.069
C: 1.4778 -0.7636 -3.1782  -0.370
C: 1.8363 -1.8372 -4.0846  -0.044
O: 0.5968 -1.1390 -2.1129  -0.177
C: -2.5913 3.2161 4.3074  -0.375
O: -3.3278 3.7930 5.0149  0.247
O: -1.8751 2.6153 3.6325  0.166
H: 1.8896 0.9493 -4.3307  0.136
H: 2.8040 0.9549 -2.7500  0.092
H: 1.1058 1.3184 -2.7460  0.062
H: 2.2795 -1.5103 -4.9992  0.082
H: 0.9053 -2.4325 -4.4464  0.132
H: 2.5531 -2.5435 -3.5614  0.113
H: 0.5521 -2.0912 -1.9142  0.091
Br: 1.9809 -5.4928 0.5755  0.945
C: 0.6495 -4.2875 0.8056  -0.711
C: -0.5147 -4.5662 1.5063  -0.036
C: -1.4445 -3.6006 1.7083  -0.008
C: -1.1864 -2.3592 1.2325  -0.118
N: -0.0976 -2.1237 0.5368  -0.079
C: 0.8070 -3.0319 0.3349  -0.238
H: -0.4740 -5.5389 1.8624  0.102
H: -2.3956 -3.7177 2.2121  0.139
H: -1.8640 -1.4936 1.4233  0.128
H: 1.6841 -2.7579 -0.2724  0.117
Cl: -1.7187 4.1361 0.0653  0.512
C: -1.4858 4.0646 -1.7102  -1.005
Cl: -2.8324 4.0394 -2.6930  0.673
C: -4.2932 1.1895 -0.5662  -0.363
O: -3.4917 0.6434 0.1569  0.100
O: -4.9053 1.8238 -1.3035  0.231
H: -0.6230 4.6806 -1.9322  0.008

Atomic forces in eV per Å
-0.68 -0.46 0.18
0.72 1.73 -0.73
1.52 -3.15 -0.57
0.20 2.50 2.13
-1.66 -1.63 -2.43
-0.44 0.33 0.03
-0.56 -0.46 -0.19
-0.10 0.08 0.42
-0.32 0.41 0.58
0.02 0.39 0.30
0.74 0.05 0.39
0.16 1.54 -1.62
-0.36 -0.05 0.39
-1.01 -2.26 0.21
0.08 0.15 0.48
-2.57 1.74 2.53
1.56 -1.08 -1.55
1.08 -0.65 -1.05
0.06 -0.29 1.82
-0.13 -0.50 -0.24
-0.14 -0.33 -0.17
0.55 0.47 -0.39
1.37 0.73 0.81
-0.68 0.36 -0.76
0.18 0.20 -0.68
1.00 -1.15 -0.19
-0.78 0.13 0.53
1.51 -0.18 -0.58
-1.52 -0.11 0.74
-1.04 1.92 0.06
-0.07 2.90 -0.37
1.77 0.04 -1.48
-1.06 -1.72 0.97
0.21 -0.49 0.20
0.47 -0.91 -0.34
-0.29 -0.13 0.49
-0.14 -0.35 -0.84
0.33 0.39 1.39
0.02 0.00 0.00
3.16 -0.69 1.66
-2.59 1.21 -1.89
-0.45 -0.52 0.29
-0.14 -0.14 -0.49

## Properties
**M**: 675.25 g mol⁻¹
**HOMO-LUMO gap (spin up / spin down)**: 0.254 / 0.262 Ha
**2S+1**: 5
**Net charge**: +2

***

Below is a molecular structure, C12H17ClINOOsP at a distorted geometry, with properties calculated with ωB97M-V with the def2-TZVPD basis set.

Last column: Löwdin charge in e.
Positions of all 35 atoms, in Å:
C: -4.2065 -1.8366 -1.1102  -0.371
I: -2.2129 -1.3235 -1.8002  1.074
H: -4.7815 -2.0238 -2.0226  0.035
H: -4.6173 -0.9945 -0.5572  0.027
H: -4.1321 -2.7307 -0.4885  0.028
Os: -0.3517 -0.8903 -0.0493  0.774
P: 0.4921 -2.9337 0.4509  0.590
C: 0.1448 -3.6966 2.0810  -0.209
C: 0.1007 -4.2401 -0.7536  -0.232
H: 2.6364 -2.3199 -0.4795  0.005
H: 2.7440 -3.8490 0.4633  0.084
H: 2.6554 -2.2745 1.3055  0.066
C: 2.3250 -2.8397 0.4303  -0.224
H: 0.5110 -3.9719 -1.7347  0.059
H: 0.5395 -5.1874 -0.4042  0.085
H: 0.5356 -4.7244 2.1175  0.084
H: -0.9382 -3.7184 2.2567  0.064
H: -0.9852 -4.3570 -0.8338  0.047
H: 0.6158 -3.0975 2.8724  0.070
C: -0.9999 -0.7535 1.6544  -0.409
O: -1.3562 -0.6142 2.7678  0.170
Cl: 1.0463 -0.8620 -1.9814  0.056
N: -0.2131 1.0742 -0.0856  -0.053
C: 0.1660 2.1767 -0.1589  -0.010
C: 0.5357 3.5264 -0.2455  -0.135
C: 1.2789 3.9811 -1.3610  0.130
C: 1.6103 5.3295 -1.4529  0.096
C: 1.2165 6.2158 -0.4400  0.060
C: 0.4921 5.7658 0.6705  0.093
C: 0.1526 4.4221 0.7784  0.127
H: 1.5805 3.2824 -2.1466  0.167
H: 2.1788 5.6922 -2.3125  0.165
H: 1.4642 7.2747 -0.5199  0.154
H: 0.1871 6.4553 1.4572  0.163
H: -0.4145 4.0430 1.6323  0.167

Atomic forces in eV per Å
-0.26 -0.09 0.19
-1.54 -0.40 -0.83
0.31 0.04 0.13
0.20 0.01 -0.08
0.12 0.17 -0.19
2.00 -0.39 -4.13
2.06 -3.52 1.25
-0.42 0.49 0.00
-0.34 0.18 -0.28
0.11 -0.22 0.19
-0.16 0.05 0.03
0.07 -0.08 -0.09
-0.31 0.54 -0.08
-0.08 -0.09 0.18
-0.06 0.36 -0.05
-0.05 0.37 -0.17
0.22 -0.12 0.04
0.19 -0.09 -0.02
-0.11 -0.18 -0.18
-3.16 0.66 7.91
1.52 -0.60 -4.58
-0.65 0.01 0.64
1.23 4.55 -0.09
-1.23 -2.75 0.31
0.45 1.10 -0.21
-0.88 -2.29 0.62
0.33 2.46 0.41
0.00 0.26 -0.02
0.85 2.13 -0.67
-0.40 -2.59 -0.33
-0.09 0.19 0.24
-0.16 -0.07 0.23
-0.01 -0.28 0.01
0.09 -0.05 -0.19
0.16 0.22 -0.18

## Properties
**M**: 574.84 g mol⁻¹
**HOMO-LUMO gap (spin up / spin down)**: 0.267 / 0.175 Ha
**2S+1**: 5
**Net charge**: +3

***

Below is 2 unconnected molecules or ions with the total composition C12H17N at a distorted geometry, with properties calculated with ωB97M-V with the def2-TZVPD basis set.

Last column: Löwdin charge in e.
Positions of all 30 atoms, in Å:
C: 2.0834 -0.4277 -3.3557  -0.319
C: 2.5709 -1.2316 -2.1598  -0.124
C: 1.6120 1.0345 -3.1026  -0.108
H: 2.7609 -0.4103 -4.2063  0.091
H: 1.2416 -0.9745 -3.8008  0.096
H: 1.7763 -1.4413 -1.4523  0.056
H: 0.5580 1.0518 -2.8311  0.050
H: 2.1957 1.5339 -2.3381  0.062
H: 3.4534 -0.7737 -1.7131  0.071
H: 2.9755 -2.1752 -2.5329  0.068
H: 1.7547 1.4814 -4.0838  0.065
C: 0.9101 1.1981 2.9917  -0.058
C: -1.5588 -0.2207 0.6013  -0.213
C: -1.1781 0.1267 1.9099  -0.144
C: 0.1963 0.5534 1.8544  -0.229
C: 0.5398 0.5397 0.5395  -0.067
C: -3.7093 -0.8862 1.3323  -0.102
C: -2.8540 -0.6260 0.2880  -0.029
C: -3.3194 -0.6212 2.6569  -0.102
C: -2.0879 -0.0746 2.9483  -0.029
N: -0.5103 0.1009 -0.2286  0.080
H: -4.7277 -1.2180 1.1778  0.097
H: -3.1135 -0.7339 -0.7647  0.110
H: -4.0488 -0.8061 3.4298  0.094
H: -1.8735 0.2984 3.9406  0.108
H: -0.4456 -0.1537 -1.1975  0.129
H: 1.4960 0.7694 0.0987  0.113
H: 0.9569 0.5258 3.8644  0.080
H: 0.3996 2.0914 3.3605  0.080
H: 1.9462 1.4692 2.7735  0.074

Atomic forces in eV per Å
-1.03 0.14 -0.16
0.86 -0.11 -0.96
0.26 -1.36 -0.55
0.69 -0.07 0.36
-0.13 0.08 0.17
0.07 0.10 0.29
-0.01 0.24 0.04
0.16 0.18 -0.01
-0.27 0.30 0.45
-0.31 -0.24 0.10
-0.28 0.74 0.26
0.46 -0.48 0.80
-0.26 0.68 0.09
0.26 -0.75 -0.15
-0.48 1.01 0.01
0.46 -0.15 0.21
-0.10 0.19 0.26
0.32 -0.33 -0.57
-0.10 0.09 -0.17
-0.24 0.30 0.09
-0.07 -0.35 -0.19
0.07 -0.08 -0.24
-0.22 -0.16 0.28
0.02 0.07 0.22
0.13 -0.29 0.16
0.01 0.02 0.02
-0.04 0.11 -0.10
-0.02 0.07 -0.25
-0.06 0.04 -0.24
-0.15 -0.01 -0.20

## Properties
**M**: 175.28 g mol⁻¹
**HOMO-LUMO gap**: 0.319 Ha
**2S+1**: 1
**Net charge**: 0

***

Question: The highest net charge belongs to which entry?
Answer: C12H17ClINOOsP

***

What did the second record say?
Below is a molecular structure, C12H17ClINOOsP at a distorted geometry, with properties calculated with ωB97M-V with the def2-TZVPD basis set.

Last column: Löwdin charge in e.
Positions of all 35 atoms, in Å:
C: -4.2065 -1.8366 -1.1102  -0.371
I: -2.2129 -1.3235 -1.8002  1.074
H: -4.7815 -2.0238 -2.0226  0.035
H: -4.6173 -0.9945 -0.5572  0.027
H: -4.1321 -2.7307 -0.4885  0.028
Os: -0.3517 -0.8903 -0.0493  0.774
P: 0.4921 -2.9337 0.4509  0.590
C: 0.1448 -3.6966 2.0810  -0.209
C: 0.1007 -4.2401 -0.7536  -0.232
H: 2.6364 -2.3199 -0.4795  0.005
H: 2.7440 -3.8490 0.4633  0.084
H: 2.6554 -2.2745 1.3055  0.066
C: 2.3250 -2.8397 0.4303  -0.224
H: 0.5110 -3.9719 -1.7347  0.059
H: 0.5395 -5.1874 -0.4042  0.085
H: 0.5356 -4.7244 2.1175  0.084
H: -0.9382 -3.7184 2.2567  0.064
H: -0.9852 -4.3570 -0.8338  0.047
H: 0.6158 -3.0975 2.8724  0.070
C: -0.9999 -0.7535 1.6544  -0.409
O: -1.3562 -0.6142 2.7678  0.170
Cl: 1.0463 -0.8620 -1.9814  0.056
N: -0.2131 1.0742 -0.0856  -0.053
C: 0.1660 2.1767 -0.1589  -0.010
C: 0.5357 3.5264 -0.2455  -0.135
C: 1.2789 3.9811 -1.3610  0.130
C: 1.6103 5.3295 -1.4529  0.096
C: 1.2165 6.2158 -0.4400  0.060
C: 0.4921 5.7658 0.6705  0.093
C: 0.1526 4.4221 0.7784  0.127
H: 1.5805 3.2824 -2.1466  0.167
H: 2.1788 5.6922 -2.3125  0.165
H: 1.4642 7.2747 -0.5199  0.154
H: 0.1871 6.4553 1.4572  0.163
H: -0.4145 4.0430 1.6323  0.167

Atomic forces in eV per Å
-0.26 -0.09 0.19
-1.54 -0.40 -0.83
0.31 0.04 0.13
0.20 0.01 -0.08
0.12 0.17 -0.19
2.00 -0.39 -4.13
2.06 -3.52 1.25
-0.42 0.49 0.00
-0.34 0.18 -0.28
0.11 -0.22 0.19
-0.16 0.05 0.03
0.07 -0.08 -0.09
-0.31 0.54 -0.08
-0.08 -0.09 0.18
-0.06 0.36 -0.05
-0.05 0.37 -0.17
0.22 -0.12 0.04
0.19 -0.09 -0.02
-0.11 -0.18 -0.18
-3.16 0.66 7.91
1.52 -0.60 -4.58
-0.65 0.01 0.64
1.23 4.55 -0.09
-1.23 -2.75 0.31
0.45 1.10 -0.21
-0.88 -2.29 0.62
0.33 2.46 0.41
0.00 0.26 -0.02
0.85 2.13 -0.67
-0.40 -2.59 -0.33
-0.09 0.19 0.24
-0.16 -0.07 0.23
-0.01 -0.28 0.01
0.09 -0.05 -0.19
0.16 0.22 -0.18

## Properties
**M**: 574.84 g mol⁻¹
**HOMO-LUMO gap (spin up / spin down)**: 0.267 / 0.175 Ha
**2S+1**: 5
**Net charge**: +3